C10H20AlIN2O3P as an isolated structure at a distorted geometry, computed with ωB97M-V/def2-TZVPD.

Cartesian coordinates (Å):
C: 4.207 -2.022 0.476
C: 4.062 -0.576 0.846
O: 4.876 0.026 1.525
O: 2.965 0.006 0.272
C: 1.908 0.305 1.178
O: 2.095 1.034 2.119
C: 0.643 -0.349 0.831
Al: -0.355 0.525 -0.738
C: -0.395 -0.798 -2.282
C: -1.507 -1.868 -2.275
C: -2.064 -2.168 -0.900
I: -2.795 -4.226 -0.789
N: -2.092 1.068 -0.330
C: -2.430 1.297 0.859
C: -2.841 0.242 1.870
C: -2.553 2.702 1.405
P: 0.969 2.375 -1.450
N: 1.235 3.456 -0.292
H: 4.910 -2.491 1.140
H: 3.261 -2.540 0.540
H: 4.560 -2.078 -0.543
H: 0.096 -0.398 1.758
H: 0.889 -1.343 0.470
H: 0.564 -1.287 -2.431
H: -0.550 -0.193 -3.172
H: -2.312 -1.594 -2.940
H: -1.103 -2.791 -2.672
H: -2.925 -1.578 -0.663
H: -1.328 -2.103 -0.119
H: -3.734 -0.248 1.505
H: -3.075 0.677 2.831
H: -2.090 -0.524 1.997
H: -1.835 2.869 2.197
H: -2.459 3.423 0.613
H: -3.541 2.810 1.854
H: 2.177 1.825 -1.966
H: 0.346 2.954 -2.603
H: 2.221 3.577 -0.124

* largest force on an atom: 2.14 eV/Å
* E_tot: -43805.207 eV
* frontier orbital gap: 6.3 eV
* net charge: -1
* spin multiplicity: 1


A 2-piece molecular cluster, C10H20BBrO2 overall at a distorted geometry, computed with ωB97M-V/def2-TZVPD.

Cartesian coordinates (Å):
B: -0.574 0.251 0.368
C: 1.544 0.831 0.909
C: 1.279 1.074 -0.631
C: 2.597 -0.238 1.211
C: 1.877 2.093 1.704
C: 2.181 0.273 -1.567
C: 1.304 2.545 -1.049
C: -2.554 -2.561 0.738
C: -3.341 -1.444 -1.369
C: -3.361 -0.243 0.826
C: -3.537 -1.556 0.140
O: 0.279 0.337 1.400
O: -0.074 0.608 -0.823
Br: -4.299 1.253 0.160
H: 2.341 -1.185 0.744
H: 2.631 -0.394 2.287
H: 3.578 0.082 0.872
H: 2.011 1.823 2.748
H: 1.065 2.813 1.648
H: 2.793 2.549 1.339
H: 3.221 0.562 -1.436
H: 1.889 0.477 -2.595
H: 2.077 -0.794 -1.397
H: 2.295 2.969 -0.916
H: 0.580 3.122 -0.480
H: 1.031 2.611 -2.099
H: -2.677 -2.632 1.817
H: -1.535 -2.228 0.532
H: -2.707 -3.548 0.306
H: -2.349 -1.044 -1.576
H: -3.439 -2.419 -1.838
H: -4.080 -0.778 -1.807
H: -3.336 -0.237 1.906
H: -4.560 -1.926 0.328

* largest force on an atom: 1.87 eV/Å
* E_tot: -85507.793 eV
* frontier orbital gap (spin up / spin down): 8.1 / 8.1 eV
* net charge: 0
* spin multiplicity: 1


C10H20BF2HgINO4P as an isolated structure at a distorted geometry, computed with ωB97M-V/def2-TZVPD.

Cartesian coordinates (Å):
C: -1.180 0.610 3.056
C: -0.074 -0.495 2.573
C: 0.888 -0.038 1.329
P: 0.143 -0.264 -0.417
I: 1.815 -2.122 -0.698
C: 1.104 0.572 -1.892
O: 2.225 1.408 -1.459
C: 3.536 0.906 -1.845
C: 4.396 0.709 -0.423
B: -1.165 -1.646 -0.873
O: -1.531 -1.937 -2.307
C: -1.894 -2.629 0.228
C: -3.144 -1.970 1.047
N: -1.037 1.001 -0.274
C: -2.178 0.999 -1.248
O: -3.430 1.078 -0.715
F: -2.120 1.004 -2.727
C: -0.544 2.414 -0.234
O: -0.091 3.105 0.821
F: -0.671 3.245 -1.492
H: -1.290 0.475 4.238
H: -2.281 0.412 2.639
H: -0.846 1.734 2.908
H: 0.659 -0.655 3.504
H: -0.625 -1.517 2.434
H: 1.864 -0.724 1.421
H: 1.283 1.048 1.566
H: 1.422 -0.360 -2.569
H: 0.417 1.220 -2.581
H: 4.189 1.648 -2.496
H: 3.570 -0.129 -2.382
H: 5.546 0.879 -0.558
H: 4.007 1.592 0.280
H: 4.118 -0.283 0.142
H: -2.444 -1.534 -2.391
H: -1.021 -3.044 0.930
H: -2.297 -3.597 -0.341
H: -3.025 -2.316 2.182
H: -3.177 -0.802 1.070
H: -4.134 -2.457 0.654
Hg: -0.983 2.458 -3.099

* largest force on an atom: 12.24 eV/Å
* E_tot: -48017.461 eV
* frontier orbital gap: 3.9 eV
* net charge: +2
* spin multiplicity: 1


C10H20BInNO4 as an isolated structure at a distorted geometry, computed with ωB97M-V/def2-TZVPD.

Cartesian coordinates (Å):
C: -1.698 2.679 2.794
C: -1.645 1.459 2.021
In: -0.179 -0.132 2.661
O: -1.088 -2.038 2.497
C: -0.295 -2.933 3.251
N: 0.411 -3.510 4.056
O: 1.511 0.030 1.433
C: 1.314 -0.754 0.239
C: 0.916 0.150 -1.064
C: 2.307 0.663 -1.709
C: 0.297 -0.916 -2.133
C: -0.820 -0.278 -3.101
C: -0.996 -1.339 -4.331
C: -0.439 1.157 -3.708
B: 0.280 0.196 4.867
O: 0.256 1.562 5.357
O: 0.561 -0.887 5.803
H: -2.696 3.178 3.088
H: -0.687 3.157 3.055
H: -2.300 1.294 1.093
H: 0.404 -1.435 0.421
H: 2.193 -1.450 -0.020
H: 0.185 0.987 -0.805
H: 2.871 -0.270 -2.102
H: 2.086 1.310 -2.637
H: 2.972 1.202 -0.950
H: 1.159 -1.401 -2.736
H: -0.220 -1.798 -1.588
H: -1.824 -0.168 -2.552
H: 0.037 -1.420 -4.834
H: -1.825 -1.038 -5.056
H: -1.193 -2.361 -3.849
H: -0.487 2.005 -2.943
H: 0.598 1.185 -4.217
H: -1.193 1.419 -4.545
H: -0.431 1.548 6.075
H: -0.290 -1.088 6.254

* largest force on an atom: 5.67 eV/Å
* E_tot: -26222.826 eV
* frontier orbital gap: 7.4 eV
* net charge: -1
* spin multiplicity: 1


An isolated ion of composition C10H20BN3O4 and charge -2 at a distorted geometry, computed with ωB97M-V/def2-TZVPD.

Cartesian coordinates (Å):
C: -2.210 -1.125 -0.457
C: -1.668 -0.777 0.966
C: -0.217 -1.275 1.276
C: 0.539 -2.132 0.186
O: 0.032 -3.149 -0.301
O: 1.723 -1.795 -0.189
O: -0.476 -2.304 2.285
B: 0.049 -1.893 3.622
O: 0.125 -0.429 3.438
C: 0.752 -0.350 2.128
C: 0.768 1.194 1.883
C: 0.556 1.622 0.401
C: 1.855 1.315 -0.430
C: 1.595 1.034 -1.930
N: 0.417 0.169 -2.208
C: -0.499 0.752 -3.073
N: -0.926 0.103 -4.087
N: -1.031 2.071 -2.827
H: -3.131 -0.527 -0.646
H: -1.472 -1.012 -1.265
H: -2.472 -2.204 -0.441
H: -1.759 0.318 1.170
H: -2.356 -1.252 1.690
H: -0.623 -2.310 4.545
H: 1.174 -2.395 3.713
H: 1.773 -0.702 2.357
H: 1.788 1.554 2.164
H: 0.071 1.753 2.537
H: 0.464 2.742 0.405
H: -0.367 1.248 -0.070
H: 2.420 0.521 0.087
H: 2.497 2.231 -0.391
H: 2.478 0.555 -2.393
H: 1.429 2.001 -2.456
H: 0.764 -0.712 -2.577
H: -1.593 0.684 -4.600
H: -0.503 2.524 -2.077
H: -1.967 1.952 -2.433

* largest force on an atom: 3.24 eV/Å
* E_tot: -24030.816 eV
* frontier orbital gap: 5.6 eV
* net charge: -2
* spin multiplicity: 1


C10H20ClLaSr as an isolated structure at a distorted geometry, computed with ωB97M-V/def2-TZVPD.

Cartesian coordinates (Å):
La: 1.687 -0.894 -5.590
Cl: 2.297 -2.787 -4.012
C: 2.453 1.102 -4.573
C: -0.595 -1.196 -6.005
H: 2.718 1.785 -5.407
H: 1.798 1.640 -3.866
H: 3.404 0.839 -4.068
H: -0.851 -0.722 -6.973
H: -1.284 -0.826 -5.231
H: -0.760 -2.288 -6.123
Sr: 0.022 0.571 -1.055
C: -1.930 -1.126 -0.721
C: -1.213 2.002 -2.707
H: -2.834 -0.770 -1.242
H: -1.586 -2.078 -1.162
H: -2.141 -1.266 0.353
H: -1.737 1.573 -3.607
H: -1.471 3.090 -2.651
C: 1.331 -0.662 4.719
C: 0.168 0.106 4.092
C: -1.142 -0.674 4.344
C: 0.074 1.493 4.744
C: 0.413 0.279 2.654
C: 0.555 0.468 1.446
H: 1.185 -0.780 5.798
H: 2.276 -0.140 4.563
H: 1.411 -1.662 4.290
H: -1.322 -0.758 5.426
H: -1.993 -0.141 3.903
H: -1.069 -1.687 3.927
H: 1.008 2.047 4.601
H: -0.755 2.060 4.311
H: -0.118 1.403 5.820

* largest force on an atom: 2.32 eV/Å
* energy relative to the best compared isomer or geometry (same formula, charge and spin): 1.248 eV
* E_tot: -24904.980 eV
* frontier orbital gap (spin up / spin down): 3.4 / 5.3 eV
* net charge: -2
* spin multiplicity: 1


C10H20ClMnN4O4S as an isolated structure at a distorted geometry, computed with ωB97M-V/def2-TZVPD.

Cartesian coordinates (Å):
Mn: -0.092 0.268 -1.460
C: 0.305 -2.384 0.737
C: -1.093 -2.041 0.253
N: -1.320 -0.600 0.134
C: -2.727 -0.253 -0.142
C: -3.130 -0.638 -1.558
S: -2.139 0.209 -2.834
C: 1.168 -1.517 -2.525
C: 1.707 -2.346 -1.348
N: 1.406 -1.805 -0.015
H: 0.399 -2.009 1.760
H: 0.361 -3.485 0.789
H: -1.291 -2.506 -0.716
H: -1.797 -2.490 0.966
H: -0.969 -0.110 0.957
H: -3.386 -0.744 0.588
H: -2.813 0.827 -0.028
H: -3.059 -1.725 -1.677
H: -4.184 -0.387 -1.689
H: 0.096 -1.686 -2.670
H: 1.708 -1.886 -3.400
H: 1.391 -3.400 -1.406
H: 2.794 -2.334 -1.449
H: 2.229 -1.878 0.560
N: 0.260 2.160 2.430
C: 1.072 2.576 3.418
C: 2.115 1.682 3.488
C: 1.846 0.762 2.457
N: 0.727 1.064 1.814
H: -0.478 2.713 1.989
H: 0.858 3.477 3.971
H: 2.954 1.702 4.164
H: 2.427 -0.089 2.138
C: 1.716 -0.007 -2.349
H: 2.728 -0.413 -2.455
H: 1.575 0.414 -3.361
O: 0.727 4.130 -0.190
Cl: -0.661 3.793 -0.324
O: -1.339 4.001 0.957
O: -1.292 4.578 -1.333
O: -0.798 2.377 -0.641

* largest force on an atom: 2.33 eV/Å
* energy relative to the best compared isomer or geometry (same formula, charge and spin): 0.000 eV
* E_tot: -79516.607 eV
* frontier orbital gap (spin up / spin down): 7.1 / 7.2 eV
* net charge: -1
* spin multiplicity: 6


C10H20ClPdYb as an isolated structure at a distorted geometry, computed with ωB97M-V/def2-TZVPD.

Cartesian coordinates (Å):
Yb: 0.607 -1.763 -1.724
Cl: -1.625 -0.698 -1.522
C: 0.596 -4.273 -2.061
C: 0.239 -2.234 -4.178
H: 1.087 -4.488 -3.021
H: 1.182 -4.692 -1.226
H: -0.399 -4.753 -2.107
H: 0.884 -3.071 -4.487
H: 0.501 -1.334 -4.758
H: -0.807 -2.523 -4.421
Pd: -0.525 -0.310 0.494
C: -0.746 -2.199 1.043
C: 1.077 0.748 -0.268
H: -0.371 -3.056 0.447
H: -0.240 -2.134 2.032
H: -1.839 -2.280 1.228
H: 0.987 1.084 -1.295
H: 2.000 0.229 0.017
C: -0.198 4.894 1.681
C: -0.272 3.566 2.467
C: 0.708 3.664 3.649
C: -1.693 3.380 3.023
C: 0.106 2.464 1.523
C: 0.495 1.579 0.735
H: -0.427 5.777 2.308
H: -0.918 4.876 0.850
H: 0.816 5.028 1.269
H: 0.474 4.532 4.288
H: 0.643 2.769 4.278
H: 1.740 3.787 3.296
H: -2.430 3.343 2.212
H: -1.755 2.469 3.629
H: -1.987 4.218 3.675

* largest force on an atom: 2.85 eV/Å
* energy relative to the best compared isomer or geometry (same formula, charge and spin): 0.223 eV
* E_tot: -58218.581 eV
* frontier orbital gap (spin up / spin down): 2.1 / 5.2 eV
* net charge: -2
* spin multiplicity: 4